{"formula": "C30H55BInO2P2", "method": "ωB97M-V/def2-TZVPD", "relative_energy_kj_mol": 573.7, "lumo_ev": [-3.1, -4.4], "total_charge": 1, "species": ["In", "C", "C", "C", "C", "C", "C", "H", "H", "H", "C", "H", "H", "H", "C", "H", "H", "H", "C", "H", "H", "H", "C", "H", "H", "H", "C", "C", "C", "C", "C", "C", "C", "C", "H", "H", "H", "H", "H", "H", "H", "H", "H", "H", "H", "H", "P", "P", "C", "C", "H", "H", "H", "H", "C", "H", "H", "H", "C", "H", "H", "H", "C", "H", "H", "H", "C", "H", "H", "H", "C", "C", "C", "O", "B", "O", "C", "C", "C", "H", "H", "H", "H", "H", "H", "H", "H", "H", "H", "H", "H"], "positions_angstrom": [[-1.28898, 2.39450, -3.68697], [-0.52733, -2.50708, 0.82016], [0.82468, -2.59270, 0.43391], [0.67338, -1.08589, 2.16315], [-0.63004, -1.58985, 1.89072], [1.57602, -1.72440, 1.25965], [-1.68002, -3.25044, 0.25560], [-1.34060, -4.03505, -0.42921], [-2.35946, -2.58595, -0.29006], [-2.27463, -3.71444, 1.05229], [-1.87820, -1.24334, 2.58706], [-2.52475, -2.12789, 2.69282], [-2.45789, -0.49756, 2.02368], [-1.68228, -0.84737, 3.58744], [1.03503, -0.08781, 3.17599], [0.46732, -0.23404, 4.10651], [0.84422, 0.93719, 2.82351], [2.10495, -0.14400, 3.41543], [3.03716, -1.52426, 1.25104], [3.51790, -1.99015, 2.12834], [3.29287, -0.45496, 1.27152], [3.48596, -1.97106, 0.35101], [1.38440, -3.47428, -0.62080], [1.70736, -4.44023, -0.21449], [2.24991, -3.00827, -1.09304], [0.63349, -3.67491, -1.38931], [-2.12346, 1.51777, -5.54222], [-2.49423, 0.05632, -5.40988], [-1.58512, -0.99849, -6.09658], [-0.28257, -1.06956, -5.32899], [-0.34670, -0.16873, -4.05433], [0.33815, 1.13958, -4.30101], [0.46007, 1.69673, -5.73079], [-0.95477, 1.79320, -6.47419], [-1.42474, -0.81603, -7.17997], [0.58058, -0.84827, -5.96702], [-2.11247, -1.95725, -6.04772], [-0.91243, 1.13469, -7.35582], [-3.02753, 2.16337, -5.59688], [-3.56213, -0.06807, -5.69120], [-1.09322, 2.81926, -6.85583], [0.84914, 2.73575, -5.65647], [1.24459, 1.24055, -3.68544], [1.16132, 1.07592, -6.34083], [-0.14440, -2.11730, -4.99250], [0.08276, -0.68107, -3.15817], [-2.32732, -0.24608, -3.62193], [2.24404, 2.81924, -1.86294], [0.04406, 4.12455, -3.32772], [1.57202, 4.08015, -3.07501], [-0.46560, 4.58815, -2.47032], [-0.14117, 4.73614, -4.22481], [2.19418, 3.89568, -3.96922], [1.89824, 5.03199, -2.61880], [2.79290, 3.87060, -0.48549], [3.78901, 3.54177, -0.17520], [2.06427, 3.71894, 0.32275], [2.79912, 4.92113, -0.79105], [3.79636, 2.34692, -2.66890], [4.11396, 3.13577, -3.35609], [3.60000, 1.42407, -3.23911], [4.55992, 2.16132, -1.89598], [-3.66811, 0.84442, -2.98805], [-4.31291, 0.13714, -2.44939], [-4.28891, 1.28248, -3.79492], [-3.32288, 1.63479, -2.28680], [-2.60093, -1.86699, -3.01308], [-2.33099, -1.89777, -1.95282], [-2.00699, -2.60105, -3.58039], [-3.67150, -2.06055, -3.13198], [-2.27994, 2.10756, 2.51973], [-2.09191, 2.92803, 1.26639], [-3.24876, 3.88919, 1.16715], [-2.17443, 2.04646, 0.11345], [-0.94821, 2.03590, -0.47332], [0.03512, 2.65151, 0.27457], [-0.64578, 3.56774, 1.16558], [-0.64465, 4.95407, 0.52792], [0.13552, 3.65544, 2.45722], [-3.22773, 1.56040, 2.45687], [-2.31927, 2.76365, 3.40246], [-1.47039, 1.38094, 2.65124], [-4.19441, 3.34173, 1.24258], [-3.19935, 4.59119, 2.00677], [-3.26696, 4.44996, 0.22828], [-1.22230, 5.64914, 1.15221], [0.38752, 5.32169, 0.48554], [-1.04549, 4.95100, -0.49249], [0.20165, 2.70329, 2.99277], [1.16237, 3.99231, 2.27351], [-0.35479, 4.39328, 3.10501]], "atomic_forces_ev_per_a": [[2.2, 1.6, 0.2], [1.8, -1.1, -1.6], [-1.5, -0.4, -0.2], [-2.5, -0.9, -0.4], [2.6, 2.0, 1.6], [-0.5, 0.1, 0.3], [0.0, -0.3, -0.1], [-0.2, 0.1, 0.1], [0.0, -0.1, 0.2], [0.1, 0.0, -0.2], [-0.7, -0.1, 0.2], [0.1, 0.2, 0.0], [0.1, -0.2, 0.2], [-0.1, 0.0, -0.1], [0.3, 0.6, 0.6], [0.2, 0.1, -0.2], [0.1, -0.3, 0.1], [-0.2, 0.0, 0.1], [0.5, -0.1, -0.4], [-0.2, 0.1, -0.2], [0.0, -0.2, 0.0], [0.0, 0.2, 0.3], [0.0, -0.3, -0.1], [0.0, 0.1, -0.1], [0.0, -0.1, -0.1], [0.2, 0.0, -0.1], [-1.0, 0.6, 0.5], [-1.6, -1.2, -0.7], [-1.0, 0.3, -0.7], [-0.3, -1.5, 1.1], [2.1, -0.5, 0.4], [0.3, -0.4, 0.4], [-0.2, -0.4, -0.2], [0.8, 0.8, 0.0], [-0.2, 0.1, 0.7], [-0.2, 0.3, 0.5], [0.0, 0.1, 0.0], [-0.4, 0.3, 0.4], [0.6, -0.6, -0.9], [0.6, -0.2, -0.1], [0.2, -0.4, 0.0], [0.1, -0.7, -0.1], [-0.5, -0.1, -0.4], [-0.4, 0.7, 0.2], [0.1, 0.5, -0.2], [-0.2, 0.4, -0.7], [1.1, 1.0, -2.0], [-1.2, -0.6, 0.1], [-0.3, 1.1, 0.7], [0.0, -0.7, 0.2], [0.4, 0.4, -0.4], [-0.2, 0.0, 0.3], [-0.7, 0.3, 0.0], [-0.3, -0.1, -0.6], [-0.1, 0.1, 0.2], [-0.2, 0.2, 0.1], [0.5, 0.2, -0.2], [0.2, -0.1, 0.3], [0.3, -0.1, -0.3], [0.4, -0.2, 0.1], [0.3, 0.3, 0.2], [-0.2, 0.0, -0.5], [-0.4, 0.1, 0.8], [0.0, 0.3, 0.3], [0.7, -0.2, 0.2], [-0.5, -0.7, -0.2], [-0.4, -0.8, 0.1], [0.0, -0.1, -0.3], [-0.2, 0.3, 0.3], [0.1, -0.4, 0.1], [0.1, -0.4, 0.3], [0.0, 0.4, 0.7], [-0.3, 0.5, 0.0], [0.3, -0.1, -1.0], [0.5, 0.3, 1.1], [-0.6, -0.4, -1.2], [-0.4, 0.1, 0.0], [0.1, 0.1, 0.0], [-0.1, -0.1, 0.5], [0.2, 0.1, 0.0], [0.0, -0.2, -0.3], [-0.2, 0.2, 0.0], [0.2, 0.0, 0.0], [-0.1, 0.0, -0.2], [0.1, 0.0, 0.1], [0.1, -0.1, -0.3], [-0.2, -0.1, -0.1], [-0.1, 0.0, 0.3], [-0.1, 0.3, -0.1], [-0.3, 0.0, -0.1], [0.2, -0.2, 0.0]]}